No. 1
A structure of composition C36H55FN5O2SiZr, computed with ωB97M-V/def2-TZVPD.

The geometry in XYZ format:
```
101
C36H55FN5O2SiZr (ωB97M-V/def2-TZVPD)
Zr -0.1632 0.3052 0.2921
C -3.4096 -2.3588 -1.6352
C -2.3066 -1.4605 -2.2002
C -2.7584 -0.8548 -3.5364
C -0.9867 -2.1916 -2.3860
C -0.9869 -3.5128 -2.8161
C 0.1944 -4.1754 -3.0962
C 1.4001 -3.5101 -2.9659
C 1.4517 -2.1916 -2.5288
C 2.8056 -1.5084 -2.4430
C 3.4209 -1.3291 -3.8365
C 3.7764 -2.2786 -1.5424
C 0.2472 -1.5342 -2.2147
N 0.2811 -0.1945 -1.7137
C 0.5965 0.8274 -2.5740
C 0.5928 0.7961 -3.9762
C 0.8648 1.9413 -4.7033
C 1.1535 3.1492 -4.0787
C 1.2095 3.2067 -2.6928
C 0.9545 2.0503 -2.0114
F 1.0312 2.0028 -0.5846
H -4.2399 -1.7516 -1.2729
H -3.0396 -2.9707 -0.8109
H -3.8015 -3.0239 -2.4057
H -2.1589 -0.6353 -1.5075
H -2.8188 -1.6350 -4.2970
H -2.0642 -0.0886 -3.8813
H -3.7441 -0.3977 -3.4304
H -1.9269 -4.0300 -2.9617
H 0.1758 -5.2021 -3.4378
H 2.3208 -4.0232 -3.2207
H 2.6659 -0.5134 -2.0185
H 3.6158 -2.2951 -4.3049
H 4.3653 -0.7873 -3.7624
H 2.7540 -0.7652 -4.4868
H 3.9948 -3.2645 -1.9586
H 3.3729 -2.3989 -0.5355
H 4.7264 -1.7462 -1.4662
H 0.3462 -0.1320 -4.4754
H 0.8480 1.8951 -5.7844
H 1.3393 4.0396 -4.6614
H 1.4604 4.1195 -2.1681
C -0.5178 -5.1466 1.8972
C -0.2372 -3.8556 1.1909
N 0.8032 -3.6032 0.5056
O 1.6784 -4.6423 0.4917
C -1.2426 -2.7670 1.2517
C -2.6014 -3.0310 1.8067
N -0.8899 -1.6129 0.8358
O -1.7612 -0.5519 0.9601
H 0.3587 -5.7863 1.8669
H -1.3459 -5.6697 1.4153
H -0.7960 -4.9682 2.9362
H 2.2936 -4.3900 -0.2070
H -3.0567 -3.8907 1.3162
H -3.2311 -2.1565 1.6699
H -2.5295 -3.2516 2.8735
N 0.3116 -0.7301 3.4477
C 1.5147 -0.7128 2.8234
C 2.6548 -1.1331 3.5282
C 3.8855 -1.0505 2.9352
C 3.9917 -0.5340 1.6415
C 2.8453 -0.1669 0.9967
N 1.6107 -0.2635 1.5461
H 0.2978 -0.8982 4.4375
H -0.4697 -0.2154 3.0728
H 2.5453 -1.4902 4.5431
H 4.7730 -1.3608 3.4702
H 4.9509 -0.4299 1.1576
H 2.8931 0.2461 -0.0031
C -1.8560 1.7079 3.6007
Si -0.9781 2.2746 1.9833
C 0.3249 3.5844 2.6253
C 0.7410 4.5788 1.5337
C 1.5834 2.8180 3.0583
C -0.1925 4.3690 3.8344
C -2.4176 3.0559 0.9179
C -3.6324 2.1173 0.9714
C -2.8645 4.4368 1.4002
C -1.9421 3.1348 -0.5408
H -2.4874 2.5111 3.9857
H -1.1391 1.4603 4.3872
H -2.4957 0.8364 3.4334
H 1.1299 4.0652 0.6513
H 1.5336 5.2353 1.9083
H -0.0900 5.2129 1.2246
H 2.0509 2.3154 2.2093
H 1.3584 2.0711 3.8268
H 2.3187 3.5124 3.4786
H -1.1172 4.9040 3.6086
H 0.5557 5.1076 4.1399
H -0.3781 3.7149 4.6877
H -4.0769 2.1118 1.9680
H -3.3680 1.0889 0.7139
H -4.4008 2.4570 0.2693
H -3.1849 4.3974 2.4436
H -3.7135 4.7934 0.8071
H -2.0665 5.1750 1.3210
H -1.7224 2.1266 -0.9423
H -1.0457 3.7513 -0.6387
H -2.7166 3.5652 -1.1832
```

For the LUMO energy, the calculation gives -3.0 eV. Its total charge is +1. The orbital gap is 0.26516 Eh. The calculation puts the total energy at -2265.2767 hartree. The max |F| comes out at 2.0 eV/A. Its relative energy (zero: lowest compared OMol25 entry of this formula, charge and spin) is 7.07 kcal/mol.

=====

No. 2
A structure of composition C36H55N12O3S3SbTl, computed with ωB97M-V/def2-TZVPD.

The geometry in XYZ format:
```
111
C36H55N12O3S3SbTl (ωB97M-V/def2-TZVPD)
Tl 0.7531 -0.6380 0.4370
N -3.5866 1.3410 -5.2470
C -2.3040 1.1050 -4.7652
C -1.3683 0.3070 -5.4351
C -0.0317 0.2029 -5.0379
C 0.3554 0.8158 -3.8448
C -0.5533 1.6486 -3.1693
C -1.8692 1.7498 -3.5754
S 1.9736 0.7363 -3.0950
O 2.0335 1.8013 -2.0867
O 2.9618 0.7349 -4.1490
N 2.0262 -0.5950 -2.1943
C 2.1173 -1.8520 -2.6565
N 2.2728 -2.1397 -3.9976
C 2.5162 -3.3817 -4.3297
C 2.4327 -4.4510 -3.4213
C 2.1933 -4.0975 -2.1369
N 2.0217 -2.8503 -1.7350
H -3.9282 0.6289 -5.8849
H -4.2634 1.6023 -4.5575
H -1.6767 -0.2390 -6.3451
H 0.6347 -0.5193 -5.5084
H -0.2738 2.0587 -2.3115
H -2.5862 2.3163 -3.0083
H 2.6586 -3.5086 -5.4093
H 2.5566 -5.4675 -3.8023
H 2.0963 -4.8291 -1.2836
S -1.3640 -1.7729 2.5600
C -3.0230 -1.4559 2.2240
C -3.9574 -2.5773 2.2730
C -5.2733 -2.4548 1.9422
C -5.7447 -1.1617 1.5868
C -4.7686 -0.1635 1.5413
N -3.4919 -0.2652 1.8377
H -3.5259 -3.5147 2.5109
H -5.9319 -3.2848 2.0140
H -6.6859 -0.9614 1.1665
H -5.1636 0.7715 1.1939
C 1.0267 -0.5357 4.6440
S 1.8182 -2.1436 4.3223
O 1.9901 -2.2061 2.8351
C 3.4711 -1.7825 4.8840
C 4.4874 -1.2777 4.0320
C 5.7542 -1.0014 4.5082
C 5.9703 -1.2008 5.8910
C 5.0133 -1.8084 6.6891
C 3.7521 -2.0662 6.1974
H 1.6899 0.1747 4.1527
H 0.9085 -0.2980 5.6867
H 0.0707 -0.5837 4.1379
H 4.2891 -1.0511 2.9946
H 6.4605 -0.5434 3.8504
H 6.8932 -0.9352 6.3680
H 5.2103 -2.0238 7.7249
H 2.9635 -2.5864 6.8147
C -4.0827 3.1765 2.8227
Sb -1.9845 2.4659 2.7061
C -1.1861 4.4791 2.8265
C -2.0182 2.5291 0.5527
H -4.3865 3.7549 1.9537
H -4.1590 3.8400 3.6940
H -4.7607 2.3028 2.9407
H -1.7622 5.1932 2.2433
H -0.1587 4.5200 2.5650
H -1.2273 4.8015 3.8741
H -1.4114 3.2988 0.1326
H -3.0344 2.6068 0.1566
H -1.6596 1.5516 0.1818
C -1.1301 -2.1846 -2.8656
N -2.1432 -2.8685 -3.6731
C -2.3697 -4.2044 -3.1544
N -2.7352 -4.2023 -1.7345
C -1.6305 -3.5051 -0.9902
N -1.5026 -2.1446 -1.4603
C -2.7789 -1.4178 -1.3580
N -3.7898 -2.0342 -2.1258
C -3.3786 -2.1207 -3.5291
C -3.9847 -3.3834 -1.6363
H -0.9638 -1.2093 -3.3296
H -0.2025 -2.7918 -2.9317
H -1.4111 -4.7585 -3.3078
H -3.2217 -4.6844 -3.6880
H -0.7065 -4.0434 -1.0856
H -1.9218 -3.4308 0.0901
H -2.5525 -0.3973 -1.6944
H -3.0643 -1.3927 -0.3550
H -3.1816 -1.1061 -3.8905
H -4.1723 -2.6365 -4.1400
H -4.7002 -3.9238 -2.2358
H -4.3004 -3.3575 -0.5703
C 3.9900 1.4099 1.7677
N 3.9047 2.7747 1.3043
C 4.3957 3.6944 2.3127
C 2.7015 3.1004 0.7565
N 1.7276 2.3118 0.9029
N 2.6234 4.3118 0.0750
C 1.3401 4.7906 -0.3665
C 3.7476 4.6670 -0.8021
H 5.0363 1.1399 1.9926
H 3.6318 0.7813 0.9640
H 3.2126 1.2087 2.5788
H 4.0795 3.3992 3.3288
H 3.9235 4.7091 2.1186
H 5.4640 3.8128 2.2846
H 0.9697 2.4325 0.2473
H 0.9649 4.1031 -1.1361
H 1.4053 5.8496 -0.7096
H 0.6210 4.7298 0.4601
H 4.6663 4.2968 -0.4146
H 3.7240 5.7743 -0.8848
H 3.5425 4.2095 -1.7964
```

For the LUMO energy, the calculation gives 2.2 eV. Its total charge is -1. The orbital gap is 0.24667 Eh. The calculation puts the total energy at -3894.8496 hartree. The max |F| comes out at 4.4 eV/A. Its relative energy (zero: lowest compared OMol25 entry of this formula, charge and spin) is 32.31 kcal/mol.